Entry A
7
Properties=species:S:1:pos:R:3 method="wB97M-V/def2-TZVPD" charge=-1 gap_ha=0.3056 lumo_energy_ev=4.4
C -0.42 -0.83 -0.77
N -0.67 0.07 0.09
C 0.34 0.87 0.87
O 0.94 0.39 1.87
O 0.48 2.01 0.39
H -1.18 -1.34 -1.22
H 0.50 -1.17 -1.23

Entry B
7
Properties=species:S:1:pos:R:3 method="wB97M-V/def2-TZVPD" charge=-1 gap_ha="0.2700 / 0.2413" lumo_energy_ev="4.2 / 4.2"
C 1.24 -0.01 -0.08
C -1.12 -0.34 -0.01
N 0.05 -0.21 -0.50
O -1.97 -1.15 0.22
O -1.73 1.51 0.21
H 2.01 0.16 -0.82
H 1.52 0.04 0.97

Most stable one: entry A, least stable one: entry B.

Entry A
14
Properties=species:S:1:pos:R:3 method="wB97M-V/def2-TZVPD" gap_ha=0.3793 lumo_energy_ev=0.7
C 1.33 1.05 0.23
C 0.44 1.14 1.16
C 0.99 0.73 -1.22
C -1.75 -1.08 0.19
O -2.58 1.59 -0.55
O -0.44 0.86 -1.48
P -1.43 0.76 -0.19
H 2.40 1.32 0.25
H 0.53 1.78 1.94
H 1.50 1.39 -1.93
H 1.26 -0.27 -1.48
H -1.83 -1.74 -0.80
H -0.91 -1.50 0.90
H -2.60 -1.19 0.82

Entry B
14
Properties=species:S:1:pos:R:3 method="wB97M-V/def2-TZVPD" gap_ha=0.3354 lumo_energy_ev=0.7
C 1.31 -0.83 -0.10
C 1.39 0.22 0.63
C 0.11 -1.11 -0.91
C -0.90 0.01 -0.53
O -1.27 0.01 1.21
O -2.06 -0.15 -1.05
P -0.18 1.14 0.82
H 2.07 -1.65 -0.13
H 2.15 0.60 1.24
H 0.37 -0.83 -1.98
H -0.22 -2.21 -0.89
H -0.22 2.62 0.20
H -2.75 0.53 -0.72
H 0.19 1.64 2.20

Most stable one: entry A, least stable one: entry B.

Entry A
26
Properties=species:S:1:pos:R:3 method="wB97M-V/def2-TZVPD" gap_ha=0.3597 lumo_energy_ev=0.9
C -1.88 -0.03 1.47
C -1.28 0.31 0.09
C -1.75 1.71 -0.32
N -1.84 -0.65 -0.88
C 0.38 0.31 0.10
N 0.92 0.97 1.29
C 0.92 -1.10 -0.06
C 2.50 -1.17 -0.31
N 2.90 -0.66 -1.61
H -1.61 0.73 2.22
H -1.54 -1.01 1.83
H -2.97 -0.05 1.45
H -2.85 1.79 -0.34
H -1.39 2.48 0.37
H -1.39 1.97 -1.32
H -1.69 -0.33 -1.84
H -2.84 -0.74 -0.78
H 0.68 0.90 -0.77
H 0.76 0.40 2.12
H 1.91 1.16 1.20
H 0.69 -1.72 0.82
H 0.47 -1.60 -0.93
H 3.05 -0.64 0.48
H 2.80 -2.22 -0.24
H 2.41 -1.16 -2.35
H 2.65 0.32 -1.71

Entry B
26
Properties=species:S:1:pos:R:3 method="wB97M-V/def2-TZVPD" gap_ha=0.3706 lumo_energy_ev=0.9
H 2.46 1.86 0.26
N 1.98 0.96 0.23
C 0.70 1.04 0.34
N 0.02 2.20 0.64
C -0.10 -0.21 0.28
C -1.23 -0.31 1.28
C -0.57 -0.01 -1.33
C 0.50 -0.66 -2.20
C -1.94 -0.64 -1.61
H -0.97 2.27 0.46
H 0.54 3.06 0.65
H 0.52 -1.11 0.24
H -2.02 0.41 1.11
H -1.69 -1.30 1.22
H -0.85 -0.12 2.28
H -0.65 1.04 -1.62
H 0.49 -1.75 -2.07
H 1.48 -0.29 -1.93
H 0.34 -0.45 -3.26
H -2.19 -0.53 -2.66
H -2.73 -0.15 -1.04
H -1.93 -1.70 -1.37
N 1.70 -0.94 2.49
H 2.14 -0.43 1.71
H 2.14 -1.84 2.58
H 1.86 -0.41 3.34

Most stable one: entry B, least stable one: entry A.

Entry A
26
Properties=species:S:1:pos:R:3 method="wB97M-V/def2-TZVPD" gap_ha=0.3217 lumo_energy_ev=1.0
C -0.90 1.84 1.50
C -0.42 0.47 1.04
N -0.27 -0.43 2.15
C -1.06 -0.13 -0.20
N -1.69 -1.41 0.08
N -1.91 0.75 -0.99
H -0.83 2.58 0.70
H -0.30 2.17 2.34
H -1.94 1.80 1.84
H 0.75 0.66 0.60
H -0.17 -1.39 1.85
H -1.02 -0.36 2.83
H -0.17 -0.37 -0.89
H -2.60 -1.25 0.51
H -1.85 -1.90 -0.78
H -1.37 1.37 -1.58
H -2.54 1.30 -0.42
C 2.11 0.55 -0.40
C 1.73 -0.22 -1.46
C 1.94 -1.71 -1.52
H 2.30 1.60 -0.55
H 2.71 0.10 0.38
H 1.51 0.26 -2.41
H 1.08 -2.21 -1.97
H 2.08 -2.12 -0.52
H 2.82 -1.95 -2.12

Entry B
26
Properties=species:S:1:pos:R:3 method="wB97M-V/def2-TZVPD" gap_ha=0.3521 lumo_energy_ev=1.0
H 1.19 3.15 -1.83
N 1.13 2.14 -1.82
C 0.82 1.64 -0.68
C 0.62 2.44 0.58
C 0.91 0.15 -0.55
C -0.01 -0.46 0.51
N -0.20 -1.89 0.32
C 1.03 -2.64 0.43
C -1.20 -2.40 1.24
H 1.23 2.06 1.39
H -0.43 2.35 0.87
H 0.84 3.49 0.41
H 0.69 -0.30 -1.52
H 1.95 -0.09 -0.31
H -1.00 0.01 0.42
H 0.38 -0.24 1.52
H 1.72 -2.34 -0.36
H 0.81 -3.70 0.31
H 1.53 -2.50 1.40
H -0.89 -2.30 2.29
H -1.37 -3.45 1.02
H -2.13 -1.86 1.10
N -1.83 1.69 -1.43
H -1.05 1.89 -2.07
H -2.54 2.39 -1.57
H -2.22 0.78 -1.68

Most stable one: entry B, least stable one: entry A.

Entry A
11
Properties=species:S:1:pos:R:3 method="wB97M-V/def2-TZVPD" gap_ha=0.3875 lumo_energy_ev=0.4
C -1.97 -0.08 2.38
C -0.98 -0.36 1.75
C 0.21 -0.76 1.02
O 1.33 -0.59 1.44
C -0.09 -1.27 -0.34
C 0.25 -0.45 -1.18
C 0.90 0.63 -1.89
H -2.85 0.14 2.94
H 0.81 0.52 -2.96
H 1.95 0.63 -1.59
H 0.45 1.58 -1.58

Entry B
11
Properties=species:S:1:pos:R:3 method="wB97M-V/def2-TZVPD" gap_ha=0.3552 lumo_energy_ev=0.0
C 0.32 1.46 2.88
C -0.21 0.68 2.13
C -0.86 -0.28 1.24
O -1.51 -1.22 1.65
C -0.67 -0.02 -0.15
C -0.31 -0.19 -1.29
C 0.48 -0.49 -2.43
H 0.78 2.15 3.56
H 0.15 -1.07 -3.28
H 0.62 -1.32 -1.58
H 1.20 0.31 -2.73

Most stable one: entry A, least stable one: entry B.

Entry A
11
Properties=species:S:1:pos:R:3 method="wB97M-V/def2-TZVPD" gap_ha=0.3682 lumo_energy_ev=-0.2
C -1.34 -2.23 1.62
C -0.51 -2.03 0.77
C 0.51 -1.64 -0.20
O 1.55 -2.25 -0.34
C 0.21 -0.39 -0.87
C 0.18 0.82 -0.93
C 0.33 2.25 -0.69
H -2.08 -2.36 2.37
H -0.26 2.92 -1.32
H 1.38 2.51 -0.77
H 0.03 2.40 0.35

Entry B
11
Properties=species:S:1:pos:R:3 method="wB97M-V/def2-TZVPD" gap_ha=0.3672 lumo_energy_ev=-0.3
C 2.77 -0.88 0.77
C 2.11 0.12 0.69
C 1.22 1.28 0.56
O 1.54 2.40 0.88
C -0.07 0.88 0.04
C -1.07 0.33 -0.35
C -2.24 -0.43 -0.78
H 3.35 -1.78 0.84
H -3.17 0.12 -0.62
H -2.28 -1.36 -0.20
H -2.16 -0.69 -1.84

Most stable one: entry B, least stable one: entry A.